A molecular structure, C29H39LaN2O2P2 in a non-equilibrium geometry, computed with ωB97M-V/def2-TZVPD.

total charge	0
highest occupied orbital energy	-6.60	eV

Last column: Mulliken charge in e.
Atoms and positions in Å:
C  2.05262  -1.84574  3.54736  -1.0851
C  1.80353  -1.23721  2.29062  1.3251
N  0.49832  -1.25192  1.78902  0.5298
C  -0.51096  -1.67685  2.59263  0.7597
C  -0.29928  -2.09868  3.89502  -0.9637
C  1.00604  -2.17689  4.38120  -0.5833
C  2.87058  -0.62219  1.58375  -1.6827
P  2.91134  0.35805  0.10030  0.6508
La  0.12979  -0.11872  -0.40495  0.3953
P  -2.20991  -1.93888  0.27960  0.9130
C  -1.94917  -1.65172  2.08516  -1.2319
C  0.48396  -0.41391  -2.89486  0.1802
C  0.88698  0.82352  -3.37973  -0.3093
C  0.62265  1.11689  -4.73814  -0.5388
C  0.02845  0.15099  -5.55719  -0.5741
C  -0.27161  -1.11975  -5.05277  -0.4152
C  -0.00326  -1.42280  -3.69972  -0.4118
O  4.69705  -4.23692  1.52110  -0.6253
O  3.66438  -4.10963  -3.44038  -0.6231
H  3.08843  -1.93189  3.87164  0.4055
H  -1.16311  -2.39536  4.49008  0.4397
H  1.18066  -2.53899  5.38917  0.4207
C  3.44269  1.98992  0.73023  -1.3797
C  4.33463  -0.20456  -0.92984  -1.1137
H  -2.50668  -2.46930  2.57083  0.6573
H  -2.40769  -0.67721  2.34796  0.3108
H  5.02741  -3.72052  0.74559  0.3205
H  3.86168  -0.92340  1.95705  0.2576
C  -3.80154  -1.12063  -0.02875  -1.3188
C  -2.62522  -3.71431  0.19194  -1.5014
H  1.43176  1.55138  -2.76089  0.2590
H  0.88232  2.09837  -5.14571  0.3845
H  -0.18682  0.38291  -6.60214  0.3519
H  -0.69064  -1.88674  -5.70665  0.3834
H  -0.16333  -2.43191  -3.31087  0.3038
H  -0.08679  -2.20417  -0.73709  -0.6536
H  3.65882  -3.16674  -3.69355  0.3173
H  2.79446  -4.34235  -3.10327  0.3068
H  4.39115  -5.11166  1.19572  0.3034
H  -0.57054  -2.74967  -0.90188  0.7006
H  4.50843  1.96727  0.98669  0.4208
H  3.25667  2.73667  -0.05310  0.3882
H  2.85751  2.24674  1.62202  0.3260
H  5.28735  -0.05081  -0.39664  0.4253
H  4.21637  -1.27468  -1.17458  0.2137
H  4.32194  0.37575  -1.86794  0.3618
H  -3.61921  -3.89216  0.63624  0.4355
H  -2.63439  -4.02561  -0.86521  0.4293
H  -1.86061  -4.30704  0.71763  0.3908
H  -4.60101  -1.70705  0.45148  0.4556
H  -3.77543  -0.09070  0.36190  0.2749
H  -3.95859  -1.08862  -1.11915  0.3627
C  -1.71045  2.52558  4.46958  -0.6760
C  -0.56468  1.86807  4.00465  -0.6354
C  -0.32470  1.76287  2.64006  -0.0244
C  -1.28510  2.20075  1.69102  0.1104
C  -2.41458  2.90138  2.17543  -0.2338
C  -2.62732  3.04876  3.54997  -0.6092
N  -1.12651  1.84087  0.34522  0.1941
C  -1.59348  2.67870  -0.68454  0.4245
C  -2.10810  2.09930  -1.87332  -0.4111
C  -2.47283  2.90405  -2.94904  -0.8010
C  -2.37450  4.29710  -2.86043  -0.5852
C  -1.86806  4.88583  -1.69471  -0.5610
C  -1.48960  4.08769  -0.61426  -0.0816
H  -1.86876  2.61627  5.54571  0.3636
H  0.15336  1.42236  4.69635  0.4301
H  0.59700  1.30419  2.26308  0.0471
H  -3.15939  3.28272  1.47515  0.4426
H  -3.51654  3.55992  3.92326  0.3786
H  -2.19603  1.00544  -1.92791  0.2687
H  -2.83372  2.42341  -3.86002  0.4068
H  -2.68570  4.90724  -3.70928  0.3639
H  -1.77466  5.97139  -1.64412  0.3720
H  -1.05782  4.55553  0.27124  0.4664

---

A molecular structure, C29H39N2O6 in a non-equilibrium geometry, computed with ωB97M-V/def2-TZVPD.

energy relative to the best compared isomer or geometry (same formula, charge and spin)	2443.87	kJ/mol
total charge	+1
highest occupied orbital energy	-10.45	eV

Last column: Mulliken charge in e.
Atoms and positions in Å:
C  -4.67804  -3.40618  -0.96592  -1.7562
H  -4.62102  -2.91383  -2.01709  0.2696
H  -4.79470  -4.36638  -1.23828  0.5236
C  -3.29784  -3.29137  -0.43817  -0.0138
C  -2.99433  -1.99606  -0.17691  1.8282
C  -2.91169  -0.99228  -1.18925  -2.7303
N  -2.47959  0.28775  -0.66324  1.0390
C  -1.10796  0.64316  -0.90656  0.8470
O  -0.28847  -0.17237  -1.22361  -0.6067
C  -0.49454  1.92521  -0.26798  -1.2072
N  0.83583  1.92147  -0.02827  0.9322
C  1.75973  2.78689  -0.67728  -1.2473
H  1.86909  2.54019  -1.77659  0.4412
H  1.65068  3.76807  -0.13666  0.5719
C  3.18118  2.18211  -0.13296  0.2574
C  3.76998  1.00680  -0.60701  -0.2486
C  3.27336  0.16383  -1.70363  0.2874
C  3.83399  -0.80729  -2.29379  -0.8620
C  5.22879  -0.98464  -1.99667  0.8679
C  5.71482  -0.32745  -0.78337  0.0612
C  5.07872  0.68023  -0.38180  -0.0100
H  5.49622  1.32510  0.65455  0.0719
O  6.96536  -0.79029  -0.60102  -0.4347
C  7.06629  -1.91888  -1.40243  -0.2702
O  5.94945  -1.91381  -2.59332  -0.4839
H  7.38820  -2.88399  -1.03835  0.3091
H  7.99763  -1.94900  -2.23682  0.2116
H  3.42907  -1.13659  -3.20143  0.4646
H  2.18060  0.54950  -2.01862  -0.2217
H  3.94909  2.97779  0.09811  0.8487
C  2.79759  1.89559  1.39016  -0.1832
C  3.01297  2.94095  2.24254  -0.2910
O  2.25976  3.85551  2.62791  -0.6215
O  4.25986  2.83169  2.81137  -0.4801
H  4.42585  3.65538  3.41363  0.3928
H  3.41949  1.13957  1.82235  0.6197
C  1.30875  1.48651  1.21027  -0.7363
C  0.85600  0.11671  2.04901  0.5351
C  -0.23596  -0.04083  2.66458  -0.8775
C  -0.79488  -1.22033  3.03251  -1.7898
C  -0.00044  -2.55092  2.51895  0.6455
C  0.86959  -2.22144  1.74531  0.4904
C  1.36765  -1.06420  1.25422  -0.8154
H  2.25357  -1.04959  0.57727  0.0183
H  1.39505  -3.07584  0.97805  0.0804
O  -0.47598  -3.72429  2.66358  -0.5235
C  -0.00408  -4.95179  2.17332  -0.9179
H  -0.56312  -5.80046  2.56421  0.1961
H  -0.11974  -4.74990  0.93471  0.2367
H  0.82059  -4.91873  2.49270  0.5928
H  -1.48536  -1.45095  3.55702  1.0174
H  -0.66943  0.81422  3.05294  0.5968
H  0.95193  2.29157  1.89438  1.0642
H  1.06774  0.69572  -0.45342  -0.2575
H  -0.89805  2.20631  0.78604  0.2594
H  -0.63528  2.84737  -0.79878  0.7157
C  -3.42516  1.34168  -0.58171  -2.0108
H  -3.13787  2.06728  0.34117  0.2308
H  -4.24838  0.96212  -0.12696  0.5676
C  -3.63590  2.22464  -1.44905  0.1624
H  -4.14833  1.51166  -2.58879  0.2028
C  -4.73194  3.33707  -1.31413  -0.5304
C  -6.09716  2.82253  -1.04519  -1.1175
H  -6.99312  3.61021  -0.75921  0.3011
H  -6.06898  2.17922  0.00641  0.2056
H  -6.50453  2.06482  -1.69717  0.3509
H  -4.89979  3.86752  -2.23693  0.3197
H  -4.31466  4.10001  -0.48929  0.2801
H  -3.01652  2.60432  -2.09276  0.6934
H  -2.06075  -1.26453  -1.51266  0.8560
H  -3.74124  -0.65679  -1.65699  0.7799
H  -3.73763  -1.44655  0.72402  0.2592
H  -2.15783  -1.81737  0.50686  -1.3056
H  -2.58013  -3.38774  -1.26283  0.3327
H  -3.24610  -4.01520  0.46624  0.2116
H  -5.38797  -2.97041  -0.49145  0.5028

---

A single C29H39N3O6 molecule, computed with ωB97M-V/def2-TZVPD.

SMILES	COc1ccc([C@@H](C(=O)NC2CCCC2)N(CCN2CCOCC2)C(=O)c2ccc(OC)c(OC)c2)cc1
energy relative to the best compared isomer or geometry (same formula, charge and spin)	135.98	kJ/mol
total charge	0
highest occupied orbital energy	-8.07	eV

Last column: Mulliken charge in e.
Atoms and positions in Å:
C  -5.83972  -4.47808  -0.07628  -0.8411
O  -5.96694  -3.08287  -0.19878  -0.4652
C  -4.86198  -2.35489  -0.52116  0.8729
C  -5.04620  -0.97529  -0.61853  -0.9434
C  -3.99028  -0.14734  -0.93020  -0.3168
C  -2.71811  -0.66651  -1.15164  -0.1955
C  -1.57330  0.24518  -1.53655  0.7643
C  -1.75126  1.68619  -1.00349  -0.8205
O  -1.68906  2.64520  -1.75558  -0.7294
N  -1.96565  1.75729  0.30816  0.3467
C  -2.12326  2.99367  1.03826  -0.3329
C  -0.94997  3.20242  2.02228  0.1768
C  -1.56681  3.21946  3.42519  -0.7562
C  -2.86896  2.44035  3.26564  -0.5190
C  -3.38378  2.92774  1.91525  -0.9748
N  -0.27010  -0.30319  -1.15868  0.4854
C  0.77426  -0.18916  -2.15309  -1.1949
C  1.24547  1.26481  -2.33313  -1.2906
N  1.84044  1.74145  -1.09875  0.9829
C  1.57286  3.13404  -0.77760  -0.3858
C  2.44553  4.09659  -1.59040  -0.7040
O  3.81961  3.81339  -1.40910  -0.4217
C  4.11343  2.48376  -1.77718  -0.6312
C  3.26620  1.48359  -0.97698  -0.8268
C  -0.03752  -0.69633  0.11330  0.5307
O  -0.87458  -0.60392  1.00375  -0.8402
C  1.29114  -1.30839  0.41263  -0.6025
C  2.12289  -0.70253  1.33314  -1.0799
C  3.33830  -1.28353  1.66715  -0.7904
C  3.72238  -2.48919  1.10639  0.8601
O  4.88849  -3.14003  1.36181  -0.4567
C  5.78637  -2.56654  2.27915  -0.9366
C  2.85614  -3.13358  0.19169  1.0037
O  3.29998  -4.32504  -0.29461  -0.4784
C  2.46794  -5.04064  -1.17219  -0.8573
C  1.65679  -2.53470  -0.14594  -0.1104
C  -2.54859  -2.04014  -1.08391  -0.8100
C  -3.59983  -2.88214  -0.76509  -0.6872
H  -5.12594  -4.74961  0.70821  0.3347
H  -6.82921  -4.84161  0.19661  0.2419
H  -5.53449  -4.93925  -1.02151  0.3265
H  -6.03272  -0.57661  -0.44292  0.4497
H  -4.15706  0.91609  -1.01209  0.5350
H  -1.56584  0.33403  -2.63079  0.7805
H  -1.88881  0.89410  0.84482  0.3764
H  -2.18350  3.78884  0.29074  0.6886
H  -0.40419  4.11961  1.80741  0.3239
H  -0.25759  2.36605  1.92179  -0.4392
H  -0.90495  2.78056  4.16989  0.3671
H  -1.78814  4.24488  3.72619  0.3033
H  -3.57243  2.62640  4.07573  0.4242
H  -2.66152  1.37039  3.22193  0.1998
H  -3.81353  3.92485  2.01814  0.3794
H  -4.13460  2.26788  1.48349  0.2758
H  0.39579  -0.56736  -3.10889  0.4349
H  1.62165  -0.80016  -1.84462  0.4537
H  1.93789  1.29027  -3.18727  0.3665
H  0.38776  1.89300  -2.57727  0.7200
H  0.51835  3.34947  -0.94765  0.1723
H  1.79678  3.26852  0.28546  0.2415
H  2.30369  5.12596  -1.25863  0.3987
H  2.18754  4.02434  -2.65846  0.3250
H  5.17593  2.33900  -1.57406  0.3866
H  3.93745  2.35103  -2.85703  0.3081
H  3.48419  0.46387  -1.29833  0.2652
H  3.52461  1.57419  0.08209  0.3368
H  1.82909  0.23175  1.78350  0.5306
H  3.97777  -0.78385  2.37666  0.4185
H  5.33977  -2.46998  3.27420  0.3596
H  6.63091  -3.25185  2.32922  0.2393
H  6.13668  -1.58536  1.94141  0.3552
H  2.28745  -4.48784  -2.10085  0.3348
H  3.00557  -5.95916  -1.40161  0.2403
H  1.50894  -5.29019  -0.70600  0.3296
H  0.98156  -3.01652  -0.83613  0.3781
H  -1.57767  -2.47247  -1.27595  0.3964
H  -3.41955  -3.94436  -0.71237  0.4160

---

- Which formula does entry 1 have?
  C29H39LaN2O2P2

---

- The lowest highest occupied orbital energy belongs to which entry?
  C29H39N2O6